[1]
{"formula": "C3H2ClFN2", "method": "ωB97M-V/def2-TZVPD", "molar_mass_g_mol": 120.51, "homo_energy_ev": -9.48, "total_energy_ha": -785.06513, "spin_multiplicity": 1, "smiles": "Fc1n[nH]cc1Cl", "species": ["Cl", "F", "N", "N", "C", "C", "C", "H", "H"], "coordinates": [[-2.6212, 0.0738, -0.0135], [-0.5777, 2.4004, -0.0124], [1.1879, -0.4677, -0.0542], [1.1586, 0.8781, 0.0038], [-0.1053, 1.1485, -0.0343], [-0.0171, -1.0373, -0.0208], [-0.9079, 0.0054, -0.0373], [2.0640, -0.9144, 0.1048], [-0.1813, -2.0869, 0.0639]]}

[2]
{"formula": "C5H9N3O", "method": "ωB97M-V/def2-TZVPD", "molar_mass_g_mol": 127.15, "homo_energy_ev": -8.78, "total_energy_ha": -435.31213, "spin_multiplicity": 1, "smiles": "[H]/N=C(\\C)C(=C)O.N#CN", "species": ["O", "N", "N", "N", "C", "C", "C", "C", "C", "H", "H", "H", "H", "H", "H", "H", "H", "H"], "coordinates": [[1.8195, 0.9828, 0.3775], [-0.6176, -1.5602, -0.1211], [-3.0265, 0.2493, 0.6298], [-1.8518, 1.5580, -1.0527], [0.1094, -0.7559, 0.5721], [0.8357, -1.1229, 1.8376], [-2.5387, 0.6539, -0.3648], [0.8677, 0.2404, -0.2945], [0.9586, 0.1163, -1.6402], [-1.0947, 1.7950, -0.3975], [1.7860, -1.5986, 1.5947], [0.2427, -0.4933, -2.1588], [-1.7844, 2.1537, -1.8566], [-1.2006, -2.1548, 0.4658], [2.5570, 1.2004, -0.2046], [1.5885, 0.7725, -2.2225], [1.1099, -0.2306, 2.3974], [0.2394, -1.8062, 2.4383]]}

[3]
{"formula": "C3H7O5P", "method": "ωB97M-V/def2-TZVPD", "total_charge": -2, "molar_mass_g_mol": 154.06, "homo_energy_ev": 1.68, "total_energy_ha": -836.03093, "spin_multiplicity": 1, "species": ["P", "O", "O", "O", "O", "O", "C", "C", "C", "H", "H", "H", "H", "H", "H", "H"], "coordinates": [[1.7572, -1.5841, 2.7874], [3.0486, -0.8281, 2.7479], [1.1231, 0.5391, -0.3964], [1.6545, -2.8536, 1.9859], [0.8439, -1.3978, 4.0109], [-0.2768, -1.2809, -0.8676], [-1.3765, 1.3537, -2.0034], [-1.2528, 0.9530, -0.5317], [-0.2029, -0.0761, -0.0464], [-1.7769, 2.2975, -2.2015], [-0.4969, 1.3244, -2.7184], [1.6321, 0.5529, 0.4281], [0.1886, -2.0521, -0.4929], [-2.1757, 0.6649, -0.2037], [-2.0426, 0.6576, -2.5250], [-0.6468, 1.7296, 0.0267]]}

[4]
{"formula": "C7H24N4O11", "method": "ωB97M-V/def2-TZVPD", "molar_mass_g_mol": 340.29, "homo_energy_ev": -9.80, "total_energy_ha": -1327.32960, "spin_multiplicity": 1, "smiles": "C[N+](=O)[O-].C[N+](=O)[O-].C[N+](=O)[O-].C[N+](=O)[O-].CO.CO.CO", "species": ["O", "O", "O", "O", "O", "O", "O", "O", "O", "O", "O", "N", "N", "N", "N", "C", "C", "C", "C", "C", "C", "C", "H", "H", "H", "H", "H", "H", "H", "H", "H", "H", "H", "H", "H", "H", "H", "H", "H", "H", "H", "H", "H", "H", "H", "H"], "coordinates": [[-0.0674, -2.3056, 2.0182], [2.1301, 5.1521, 1.1374], [3.6469, -3.9976, 0.4033], [1.3429, -0.1995, 3.6059], [-2.2220, 2.6493, -0.8907], [0.3783, 4.0844, 1.8104], [2.1532, -0.3636, 5.5647], [-2.0819, 0.6565, -2.8525], [-1.3672, -3.0212, 0.4857], [-1.3425, -2.1730, -3.0946], [1.8993, -3.1584, -0.5056], [3.0659, -3.1256, -0.1714], [1.2321, -0.4143, 4.7905], [-0.6470, -2.1912, 0.9642], [1.4740, 4.1298, 1.2926], [2.1147, 2.8187, 0.9711], [3.8015, -1.8606, -0.4606], [-2.3577, -3.0021, -2.5049], [-0.3487, -0.9740, 0.1652], [-2.9582, 1.0074, -3.9453], [-0.1340, -0.6217, 5.3310], [-1.2334, 3.6759, -1.0382], [-3.8351, 0.3618, -3.9608], [-0.2444, 3.2164, -1.1128], [-0.8398, -0.4859, 4.5241], [4.8626, -2.0714, -0.4926], [-0.2658, 0.1587, 6.0759], [2.3324, 2.3374, 1.9167], [2.9804, 3.0754, 0.3673], [-1.3059, 4.3503, -0.1915], [-1.1396, -0.7291, -0.5317], [-1.4486, 4.2573, -1.9422], [-1.9660, -3.9915, -2.2587], [3.4445, -1.5307, -1.4299], [-3.2583, 2.0427, -3.8012], [1.4221, 2.2055, 0.4014], [-2.6774, -2.5808, -1.5496], [-0.2034, -0.1977, 0.9140], [-2.0291, -0.3143, -2.9003], [-0.1933, -1.6177, 5.7573], [0.5798, -1.1242, -0.3737], [-3.2512, -3.1094, -3.1276], [3.5262, -1.1741, 0.3311], [-1.9871, 1.9294, -1.5134], [-2.4062, 0.9340, -4.8853], [-0.5757, -2.7076, -3.2931]]}

Repeat the fourth record exactly.
{"formula": "C7H24N4O11", "method": "ωB97M-V/def2-TZVPD", "molar_mass_g_mol": 340.29, "homo_energy_ev": -9.80, "total_energy_ha": -1327.32960, "spin_multiplicity": 1, "smiles": "C[N+](=O)[O-].C[N+](=O)[O-].C[N+](=O)[O-].C[N+](=O)[O-].CO.CO.CO", "species": ["O", "O", "O", "O", "O", "O", "O", "O", "O", "O", "O", "N", "N", "N", "N", "C", "C", "C", "C", "C", "C", "C", "H", "H", "H", "H", "H", "H", "H", "H", "H", "H", "H", "H", "H", "H", "H", "H", "H", "H", "H", "H", "H", "H", "H", "H"], "coordinates": [[-0.0674, -2.3056, 2.0182], [2.1301, 5.1521, 1.1374], [3.6469, -3.9976, 0.4033], [1.3429, -0.1995, 3.6059], [-2.2220, 2.6493, -0.8907], [0.3783, 4.0844, 1.8104], [2.1532, -0.3636, 5.5647], [-2.0819, 0.6565, -2.8525], [-1.3672, -3.0212, 0.4857], [-1.3425, -2.1730, -3.0946], [1.8993, -3.1584, -0.5056], [3.0659, -3.1256, -0.1714], [1.2321, -0.4143, 4.7905], [-0.6470, -2.1912, 0.9642], [1.4740, 4.1298, 1.2926], [2.1147, 2.8187, 0.9711], [3.8015, -1.8606, -0.4606], [-2.3577, -3.0021, -2.5049], [-0.3487, -0.9740, 0.1652], [-2.9582, 1.0074, -3.9453], [-0.1340, -0.6217, 5.3310], [-1.2334, 3.6759, -1.0382], [-3.8351, 0.3618, -3.9608], [-0.2444, 3.2164, -1.1128], [-0.8398, -0.4859, 4.5241], [4.8626, -2.0714, -0.4926], [-0.2658, 0.1587, 6.0759], [2.3324, 2.3374, 1.9167], [2.9804, 3.0754, 0.3673], [-1.3059, 4.3503, -0.1915], [-1.1396, -0.7291, -0.5317], [-1.4486, 4.2573, -1.9422], [-1.9660, -3.9915, -2.2587], [3.4445, -1.5307, -1.4299], [-3.2583, 2.0427, -3.8012], [1.4221, 2.2055, 0.4014], [-2.6774, -2.5808, -1.5496], [-0.2034, -0.1977, 0.9140], [-2.0291, -0.3143, -2.9003], [-0.1933, -1.6177, 5.7573], [0.5798, -1.1242, -0.3737], [-3.2512, -3.1094, -3.1276], [3.5262, -1.1741, 0.3311], [-1.9871, 1.9294, -1.5134], [-2.4062, 0.9340, -4.8853], [-0.5757, -2.7076, -3.2931]]}